Entry 1:
Below is one molecule with the formula C21H28N2O6S in a non-equilibrium geometry, with properties calculated with the ωB97M-V functional and the def2-TZVPD basis.

```
58
Properties=species:S:1:pos:R:3:nbo_charge:R:1
C -2.2234 -4.0146 -0.5258 -0.25
O -3.5936 -3.6915 -0.5362 -0.49
C -3.9537 -2.3945 -0.3387 0.28
C -5.3246 -2.1167 -0.3424 -0.22
C -5.7622 -0.8369 -0.1302 -0.24
C -4.8778 0.2380 0.0885 0.39
O -5.5240 1.4019 0.2988 -0.50
C -4.8751 2.5914 0.7044 -0.28
C -3.5140 -0.0415 0.0583 -0.41
S -2.1931 1.1744 0.2476 2.32
O -2.1442 1.6021 1.6193 -0.95
O -2.3416 2.1822 -0.7679 -0.95
N -0.8055 0.2741 -0.0747 -0.69
C 0.1741 0.2105 0.9886 -0.22
C 1.0855 1.4357 0.9789 -0.24
N 1.7204 1.5713 -0.3244 -0.47
C 2.7355 2.6134 -0.3296 -0.23
C 4.1034 2.0181 0.0278 0.07
O 4.9806 3.0850 0.3063 -0.72
C 4.6268 1.1473 -1.1301 -0.10
O 5.5345 0.1563 -0.7013 -0.50
C 5.0449 -0.9936 -0.1504 0.30
C 3.6978 -1.2725 0.0550 -0.28
C 3.3298 -2.4902 0.6046 -0.20
C 4.2798 -3.4299 0.9581 -0.25
C 5.6223 -3.1462 0.7609 -0.19
C 6.0044 -1.9402 0.2113 -0.26
C 0.7012 1.7441 -1.3480 -0.24
C -0.2018 0.5103 -1.3685 -0.23
C -3.0720 -1.3464 -0.1419 -0.29
H -1.6829 -3.5004 -1.3268 0.17
H -1.7619 -3.7736 0.4370 0.18
H -2.1754 -5.0899 -0.6903 0.20
H -6.0192 -2.9245 -0.5060 0.23
H -6.8157 -0.6079 -0.1191 0.23
H -5.6849 3.2782 0.9493 0.19
H -4.2649 3.0097 -0.0970 0.21
H -4.2473 2.4293 1.5815 0.20
H -0.3677 0.1581 1.9320 0.24
H 0.7638 -0.7008 0.8491 0.20
H 1.8590 1.3190 1.7399 0.21
H 0.4766 2.3225 1.2233 0.19
H 2.5127 3.4203 0.3807 0.20
H 2.8073 3.0578 -1.3241 0.20
H 3.9987 1.3822 0.9210 0.17
H 5.8635 2.7232 0.4457 0.47
H 5.1950 1.7810 -1.8180 0.20
H 3.7862 0.7021 -1.6711 0.19
H 2.9372 -0.5495 -0.1963 0.23
H 2.2810 -2.7031 0.7595 0.20
H 3.9797 -4.3742 1.3860 0.21
H 6.3749 -3.8702 1.0348 0.21
H 7.0442 -1.7051 0.0466 0.22
H 1.1899 1.8504 -2.3191 0.21
H 0.0731 2.6297 -1.1635 0.19
H -1.0060 0.6479 -2.0902 0.23
H 0.3840 -0.3769 -1.6321 0.20
H -2.0080 -1.5030 -0.1415 0.25
```

Results
- LUMO energy (eV) = 0.51
- highest occupied orbital energy (eV) = -8.208
- total energy (eV) = -48329.6841
- SMILES string = COc1ccc(OC)c(S(=O)(=O)N2CCN(C[C@H](O)COc3ccccc3)CC2)c1
- gap between HOMO and LUMO (eV) = 8.719

---

Entry 2:
Below is C21H29AlBrF5NO14 as an isolated structure in a non-equilibrium geometry, with properties calculated with the ωB97M-V functional and the def2-TZVPD basis.

```
72
Properties=species:S:1:pos:R:3:mulliken_charge:R:1
C 5.9276 -1.5854 1.0825 -1.15
C 5.5274 -0.7206 -0.0836 0.58
O 6.2067 -0.6641 -1.0984 -0.63
N 4.3730 0.0294 0.1331 0.15
C 4.3877 1.1194 -0.7989 0.73
C 3.7030 1.0194 -2.1377 -0.95
O 4.9806 2.1475 -0.5202 -0.68
Al 2.7800 -1.0765 0.0984 0.77
Br 3.1096 -2.6779 -1.6960 -0.54
C 1.0784 -0.0419 -0.1607 -0.69
C -0.2173 -0.7520 0.2407 -1.29
C -0.6835 -1.8329 -0.7527 -0.74
C -0.4750 -3.2462 -0.2709 0.76
F -1.5695 -3.6182 0.4865 -0.36
F 0.5948 -3.4067 0.5301 -0.28
C -0.3990 -4.3110 -1.4181 0.55
F 0.0439 -3.8039 -2.5829 -0.23
F 0.3881 -5.3588 -1.0693 -0.28
F -1.6507 -4.8100 -1.6660 -0.30
H 6.7531 -2.2222 0.8009 0.31
H 5.0629 -2.1550 1.4048 0.27
H 6.2190 -0.9113 1.8805 0.27
H 4.4492 0.7517 -2.8763 0.22
H 3.3362 2.0104 -2.3840 0.33
H 2.8793 0.3206 -2.1774 0.23
H 2.7593 -1.8960 1.4768 -0.50
H 0.9674 0.3233 -1.1813 0.53
H 1.1765 0.8313 0.4712 0.14
H -0.1758 -1.1383 1.2548 0.47
H -1.0041 -0.0009 0.2381 0.43
H -0.2599 -1.6488 -1.7246 0.56
H -1.7566 -1.7359 -0.8527 0.35
C -3.4282 -0.6923 -5.0775 -0.37
C -3.1653 -1.9603 -4.2997 -0.08
O -2.1180 -1.5773 -3.4083 -0.16
C -2.1852 -0.2252 -3.2435 0.46
O -1.5884 0.3979 -2.4340 -0.42
O -3.0559 0.3172 -4.1369 -0.39
H -4.4676 -0.5778 -5.3740 0.28
H -2.7902 -0.6055 -5.9594 0.26
H -4.0280 -2.2787 -3.7115 0.12
H -2.8396 -2.7845 -4.9266 0.25
C 0.5801 4.6779 3.1020 -0.16
C 2.0221 4.9756 3.4492 -0.12
O 2.5915 3.6732 3.5441 -0.36
C 1.8333 2.8209 2.7952 0.60
O 2.1382 1.7149 2.5224 -0.45
O 0.6853 3.4359 2.4038 -0.31
H 0.1290 5.4350 2.4644 0.33
H -0.0417 4.5371 3.9855 0.18
H 2.5375 5.5294 2.6609 0.28
H 2.1319 5.5079 4.3908 0.03
C -5.8582 -6.4455 -4.5110 -0.34
C -4.5346 -5.7210 -4.3865 -0.25
O -4.7690 -4.5377 -5.1620 -0.28
C -6.1020 -4.3090 -5.2008 0.66
O -6.6010 -3.3160 -5.6146 -0.52
O -6.7813 -5.3662 -4.6986 -0.33
H -6.1199 -7.0184 -3.6258 0.31
H -5.8983 -7.0965 -5.3863 0.25
H -4.3078 -5.4294 -3.3598 0.21
H -3.6953 -6.2797 -4.7908 0.31
C 0.2663 6.7522 8.2560 -0.38
C 1.0071 6.6234 6.9419 -0.33
O 0.1672 5.7288 6.2061 -0.18
C -1.0904 5.8105 6.7139 0.56
O -2.0479 5.3253 6.2182 -0.49
O -1.0906 6.5301 7.8634 -0.36
H 0.3724 7.7311 8.7158 0.30
H 0.5553 5.9835 8.9748 0.26
H 1.0712 7.5705 6.4024 0.27
H 2.0042 6.2040 7.0499 0.33
```

Results
- LUMO energy (eV) = 1.64
- highest occupied orbital energy (eV) = -5.164
- total energy (eV) = -142635.2210
- charge = -1
- gap between HOMO and LUMO (eV) = 6.808